Entry 1:
A structure of composition C32H30IrN4O6S, computed with ωB97M-V/def2-TZVPD.

Properties
<S²>: 0.800
LUMO (alpha / beta), eV: -1.93 / -2.73
Largest force on an atom, eV/Å: 3.5
Electronic energy, eV: -65589.873

```
! RIJCOSX wB97M-V def2-TZVPD def2/J DEFGRID3
* xyz 0 2
Ir -0.35120 -0.15798 0.91135
C -4.77550 -0.18228 0.45870
C -4.03905 -1.29846 -0.23342
C -4.70323 -2.50585 -0.44190
C -4.08897 -3.57968 -1.05423
C -2.77912 -3.45752 -1.48351
C -2.07847 -2.27756 -1.28757
C -0.66740 -2.16154 -1.80183
C -2.71094 -1.19575 -0.65846
N -1.91188 -0.02379 -0.45946
C -2.30930 1.22444 -0.79722
O -3.29154 1.56098 -1.43265
C -1.25032 2.20702 -0.46818
C -1.22664 3.51930 -0.89286
C -0.05554 4.24647 -0.72557
C 1.06955 3.62884 -0.19142
C 0.95235 2.31749 0.21391
N -0.19294 1.66087 0.10859
C 2.06183 1.42728 0.59928
O 3.19300 1.84585 0.75971
N 1.64068 0.13020 0.63998
C 2.67132 -0.86845 0.54179
C 2.91490 -1.83578 1.51905
C 2.06524 -1.95272 2.73824
C 3.98942 -2.70157 1.35927
C 4.79781 -2.64455 0.23790
C 4.50738 -1.73248 -0.75798
C 3.44892 -0.84202 -0.62666
C 3.15113 0.11614 -1.74853
H -5.74048 -0.53813 0.81658
H -4.93751 0.65278 -0.22164
H -4.20833 0.20015 1.30410
H -5.72733 -2.59635 -0.10016
H -4.62737 -4.50748 -1.19974
H -2.29217 -4.28814 -1.98042
H -0.32914 -3.11396 -2.20782
H 0.03780 -1.87173 -1.01920
H -0.59774 -1.39846 -2.58113
H -2.10856 3.92054 -1.37218
H -0.00276 5.27356 -1.06320
H 2.02852 4.11903 -0.09744
H 1.99190 -1.00232 3.26970
H 2.46063 -2.71159 3.41282
H 1.06076 -2.24635 2.44757
H 4.19652 -3.42670 2.13713
H 5.63912 -3.31761 0.13484
H 5.10831 -1.70255 -1.65926
H 3.55965 -0.26242 -2.68425
H 3.59868 1.09289 -1.55332
H 2.07616 0.26022 -1.87338
C 1.83322 6.21589 2.97350
C 1.02169 4.95050 3.04049
C -0.28229 4.92455 2.54616
C -1.05101 3.77716 2.61752
C -0.50312 2.63855 3.19759
C 0.78916 2.63761 3.70028
C 1.54544 3.79508 3.61061
S -1.54045 1.23304 3.33945
O -2.22918 1.23191 4.59222
O -2.38209 1.19070 2.16204
N -0.45476 -0.01532 3.17160
C -0.86446 -1.20244 3.77830
C -1.77467 -2.01285 2.62695
O -2.75058 -2.56367 3.02034
O -1.19657 -1.92605 1.48376
H 1.69481 6.71912 2.01551
H 2.89460 6.01591 3.11081
H 1.51597 6.90985 3.75430
H -0.69896 5.81664 2.09248
H -2.06199 3.74983 2.23119
H 1.20278 1.73988 4.14075
H 2.56027 3.79973 3.98839
H -1.49909 -1.08556 4.65049
H -0.04491 -1.89693 3.92444
*
```

Atomic partial charges in e from the Löwdin method, atoms 1 to 4:
1. Ir 1.575
2. C -0.022
3. C -0.182
4. C -0.041

=====

Entry 2:
A cluster of 2 separate species, C32H30N2S in total, computed with ωB97M-V/def2-TZVPD.

Properties
LUMO, eV: -1.82
Largest force on an atom, eV/Å: 2.6
Electronic energy, eV: -47485.216

```
! RIJCOSX wB97M-V def2-TZVPD def2/J DEFGRID3
* xyz 0 1
C 4.76605 0.18939 1.33740
N 3.33255 -0.03819 1.34579
C 2.41981 0.86113 0.89667
C 1.10968 0.35801 1.11350
C -0.07685 1.04613 0.89050
C -1.39114 0.48340 0.97149
C -1.71350 -0.81153 0.48417
C -2.94754 -1.39976 0.70645
C -3.96520 -0.67642 1.38955
N -5.18615 -1.24334 1.62015
C -5.55264 -2.49778 0.99644
C -4.37507 -3.45683 0.96196
C -3.17612 -2.81140 0.27437
C -6.29390 -0.44741 2.10447
C -5.83298 0.56223 3.14185
C -4.70837 1.42939 2.58962
C -3.68313 0.64662 1.83612
C -2.44636 1.20628 1.58304
C 1.28948 -0.96479 1.72734
C 0.42879 -1.90441 2.27602
C 0.94734 -3.08896 2.81998
C 2.33237 -3.30309 2.88648
C 3.22664 -2.32095 2.41858
C 2.68209 -1.17912 1.83819
H 5.25884 -0.68526 1.76569
H 5.13187 0.35641 0.31524
H 5.02961 1.08162 1.92314
H 2.72150 1.80790 0.45746
H 0.00178 2.11737 0.69031
H -0.95763 -1.39510 -0.04342
H -6.38500 -2.92176 1.57229
H -5.90542 -2.33486 -0.03938
H -4.10301 -3.73869 1.98664
H -4.66743 -4.36112 0.42193
H -3.32360 -2.83438 -0.81636
H -2.27906 -3.41054 0.47891
H -6.78229 0.09713 1.27418
H -7.03141 -1.13744 2.53324
H -6.67833 1.19371 3.42521
H -5.47730 0.03382 4.03425
H -5.13589 2.19938 1.93026
H -4.22298 1.96212 3.41568
H -2.24757 2.22592 1.91802
H -0.63809 -1.71180 2.28439
H 0.25646 -3.84479 3.19869
H 2.70900 -4.23328 3.31442
H 4.30574 -2.42324 2.49114
C 5.08314 0.75984 -5.91429
C 3.78132 0.82158 -5.44444
C 3.38222 1.81611 -4.51148
C 4.36954 2.77765 -4.06506
C 5.68369 2.68448 -4.56259
C 6.04511 1.69639 -5.47001
C 3.96620 3.77832 -3.12879
C 2.68499 3.84164 -2.64239
C 1.69804 2.88198 -3.05862
S 0.16673 2.92843 -2.42830
C 2.07670 1.89597 -4.00218
H 5.37421 -0.01014 -6.62973
H 3.02521 0.10704 -5.77484
H 6.41365 3.41597 -4.21148
H 7.06760 1.64086 -5.84373
H 4.71457 4.50304 -2.80353
H 2.37656 4.60051 -1.92742
H 1.32484 1.17862 -4.32317
*
```

Atomic partial charges in e from the Löwdin method, atoms 1 to 4:
1. C 0.006
2. N -0.066
3. C 0.082
4. C -0.122

=====

Entry 3:
A cluster of 2 separate species, C32H30N4 in total, computed with ωB97M-V/def2-TZVPD.

Properties
LUMO, eV: -1.56
Largest force on an atom, eV/Å: 1.8
Electronic energy, eV: -39629.627

```
! RIJCOSX wB97M-V def2-TZVPD def2/J DEFGRID3
* xyz 0 1
C 2.59951 1.76210 4.64591
C 1.59517 1.96677 5.77743
N 0.30872 1.44960 5.39828
C -0.74962 1.13701 6.33400
C -1.94547 0.75038 5.42712
C -1.44926 0.96410 4.03480
C -2.01716 0.84758 2.78921
C -1.27458 1.24149 1.61878
C -1.85801 1.03292 0.34929
C -1.20957 1.08368 -0.90408
C -2.01253 1.20563 -2.09477
C -1.40639 1.36935 -3.31660
C -0.00114 1.47268 -3.35254
N 0.44478 1.63149 -4.61599
C 1.84198 1.62451 -4.95297
C 2.66904 2.15147 -3.78285
C 2.30777 1.51763 -2.43158
C 0.83674 1.34263 -2.23503
C 0.21674 1.01458 -1.04024
C -0.62564 1.56185 -5.58746
C -1.90597 1.44367 -4.72244
C 0.01854 1.83934 1.79410
C 0.66432 1.80267 3.02020
C -0.11064 1.39792 4.11689
C 2.08083 2.20728 3.27109
H 3.51484 2.30748 4.88498
H 2.85155 0.69684 4.59389
H 1.91764 1.44989 6.69039
H 1.52613 3.04464 6.01268
H -0.44962 0.31419 6.99888
H -0.97961 2.00791 6.96742
H -2.23418 -0.29160 5.60349
H -2.80859 1.38403 5.66304
H -3.00923 0.41636 2.65997
H -2.92548 0.80603 0.33555
H -3.09866 1.19994 -2.00653
H 2.17593 0.60039 -5.20154
H 1.98157 2.24435 -5.84765
H 3.72632 1.97832 -3.99396
H 2.51791 3.23448 -3.71049
H 2.80648 0.54330 -2.32847
H 2.70145 2.15866 -1.63331
H 0.83361 0.71014 -0.19237
H -0.63418 2.46067 -6.22077
H -0.49569 0.69107 -6.24868
H -2.46809 0.54791 -5.01116
H -2.55282 2.31326 -4.88421
H 0.51702 2.32869 0.95538
H 2.17214 3.29868 3.17291
H 2.72133 1.76642 2.49801
C -0.92785 -3.71346 0.38697
C -0.29718 -4.09670 1.58332
N 0.23426 -4.42302 2.57860
C -0.66863 -4.41967 -0.84193
C -1.30722 -4.03085 -2.05288
C -1.02182 -4.70140 -3.24174
C -0.11187 -5.77065 -3.26186
C 0.50922 -6.17430 -2.06904
C 0.23898 -5.51763 -0.87007
C -1.84592 -2.65999 0.43465
N -2.64069 -1.79757 0.48037
H -2.02239 -3.20209 -2.04054
H -1.51231 -4.38622 -4.16405
H 0.11097 -6.28661 -4.20076
H 1.21287 -7.00835 -2.07566
H 0.72367 -5.84191 0.05662
*
```

Atomic partial charges in e from the Löwdin method, atoms 1 to 4:
1. C -0.157
2. C -0.144
3. N -0.069
4. C -0.113

=====

- What is the electronic energy in the first record?
  -65589.873 eV

=====

- Look up the electronic energy of the third one.
  -39629.627 eV

=====

- What is the formula in the first record?
  C32H30IrN4O6S